(1)
Here is 9 unconnected molecules or ions with the total composition C35H74F21N8O19S7 in a non-equilibrium geometry from OMol25. Energies are from wB97M-V/def2-TZVPD.

For the strongest force on any atom, the calculation gives 5.408 eV/A. The LUMO energy is -3.0 eV. As for the HOMO energy: -7.875 eV. As for the net charge: +1. The multiplicity is 1. As for the HOMO-LUMO gap: 4.88 eV.

Element x y z (Å)
C 1.82156 -0.79230 0.20153
F 3.01344 -0.10135 0.20655
F 1.17052 -0.96705 -1.00391
F 1.90588 -1.92898 0.82842
S 0.64200 0.30773 1.38757
O 0.89202 1.70261 0.84161
O -0.68001 -0.21849 1.10705
O 1.11496 0.17909 2.76953
C -4.05846 7.82004 -0.91940
N -5.16755 8.13778 0.11455
C -5.36091 6.91167 1.03713
C -4.79993 9.34946 1.03864
C -6.53337 8.40328 -0.55896
C -6.96936 7.57974 -1.78151
O -6.95153 6.19589 -1.61499
H -4.34722 6.89253 -1.41378
H -3.13295 7.62816 -0.37650
H -4.01475 8.57536 -1.70406
H -4.36036 6.76944 1.44550
H -5.47417 6.00869 0.43722
H -6.14852 7.06465 1.77493
H -3.91478 9.03732 1.59287
H -5.62691 9.43848 1.74312
H -4.55221 10.14258 0.33316
H -6.50587 9.44560 -0.87662
H -7.27985 8.28470 0.22643
H -6.30820 7.86615 -2.59940
H -7.97656 7.90554 -2.04132
H -7.76283 5.99062 -2.08537
C -5.48947 1.15401 7.24895
N -4.77482 1.59199 8.58441
C -4.51937 3.04150 8.43001
C -5.84703 1.49279 9.71562
C -3.44877 0.90189 8.89158
C -3.46162 -0.58841 8.55232
O -4.35104 -1.42284 9.31106
H -6.41036 1.70737 7.06503
H -5.71653 0.09355 7.35828
H -4.87134 1.37349 6.37840
H -5.46854 3.57048 8.34432
H -3.79803 3.22081 7.63275
H -4.07716 3.29632 9.39314
H -6.72169 2.05533 9.38909
H -5.38132 1.73793 10.67014
H -6.07544 0.43278 9.82667
H -3.20013 1.10543 9.93315
H -2.71742 1.38443 8.24320
H -2.45152 -0.93627 8.76867
H -3.53170 -0.81448 7.48832
H -4.12226 -2.31804 9.05050
C 9.16754 -4.59206 -4.09026
N 10.19078 -5.63686 -3.72906
C 11.37816 -4.94140 -3.09530
C 9.58484 -6.37018 -2.52132
C 10.59960 -6.51330 -4.90947
C 9.68473 -7.60988 -5.38802
O 8.43321 -7.10914 -5.81351
H 8.21110 -5.02883 -4.37755
H 9.45933 -4.00192 -4.95899
H 8.94494 -3.86570 -3.30863
H 11.02400 -4.29553 -2.29185
H 11.96989 -4.40519 -3.83720
H 12.06048 -5.71637 -2.74608
H 8.64038 -6.81970 -2.82797
H 9.48987 -5.58542 -1.77084
H 10.23514 -7.10571 -2.04781
H 11.59164 -6.87757 -4.64255
H 10.71332 -5.76112 -5.69011
H 9.39826 -8.32520 -4.61709
H 10.12157 -8.17319 -6.21261
H 7.75533 -7.77872 -5.93071
C -5.16822 -0.11111 -4.04342
N -6.09706 -1.31408 -4.35590
C -5.54718 -1.97468 -5.65299
C -6.01527 -2.26087 -3.13893
C -7.60019 -0.87011 -4.54715
C -8.59539 -1.93257 -4.74486
O -8.29200 -2.75048 -5.76205
H -4.12272 -0.40790 -4.12661
H -5.58673 0.14177 -3.06926
H -5.42828 0.60954 -4.81875
H -5.86572 -1.32180 -6.46562
H -6.03259 -2.93717 -5.81451
H -4.45859 -2.02576 -5.63131
H -6.02960 -1.72802 -2.18816
H -5.03096 -2.72362 -3.21015
H -6.74465 -3.06183 -3.25950
H -7.60393 -0.08629 -5.30457
H -7.82749 -0.47605 -3.55661
H -9.53157 -1.42116 -4.96871
H -8.73673 -2.44108 -3.79116
H -8.45335 -3.63541 -5.42670
C 5.57641 9.14579 2.49081
C 5.05330 8.82246 3.90504
C 6.01879 8.15816 4.96490
N 5.88025 6.61920 5.21230
C 4.47114 6.32047 5.62465
C 6.87407 6.01172 6.24320
C 7.12592 4.66464 5.80776
C 6.84307 4.59340 4.25541
C 6.15061 5.90300 3.87471
H 5.89046 8.19671 2.05640
H 6.45594 9.77551 2.62498
H 4.79134 9.66798 1.94393
H 4.08965 8.32201 3.80994
H 4.86589 9.77502 4.40063
H 5.79524 8.66306 5.90468
H 7.06475 8.37027 4.74339
H 3.85744 6.59154 4.76559
H 4.11953 6.85605 6.50648
H 4.32704 5.25163 5.78248
H 6.48855 6.23993 7.23688
H 7.77933 6.61121 6.14716
H 6.41391 4.04918 6.35762
H 8.13989 4.36486 6.07255
H 6.25929 3.72191 3.95913
H 7.71955 4.43339 3.62750
H 5.28042 5.86873 3.21920
H 6.95840 6.35726 3.30093
C 1.67605 -9.28571 -5.58702
F 1.56531 -10.19984 -4.66891
F 0.69087 -8.41910 -5.50741
F 2.79824 -8.62995 -5.28262
S 1.75295 -10.03134 -7.38670
O 0.53902 -10.79802 -7.30994
O 1.74805 -8.97049 -8.38685
N 3.21772 -11.00347 -7.50460
S 2.69771 -12.31278 -8.22164
O 2.12537 -13.38712 -7.32680
O 1.88032 -11.94411 -9.42741
C 4.36999 -13.14242 -8.85240
F 5.38926 -12.19471 -8.96951
F 4.81855 -14.04802 -7.94584
F 4.10460 -13.68802 -9.98980
C 1.54760 5.48920 -6.17679
F 0.31283 5.27403 -5.79276
F 2.11847 6.26700 -5.26086
F 2.22034 4.32434 -6.19580
S 1.53800 6.45454 -7.85237
O 1.15154 7.81423 -7.49534
O 2.90809 6.36841 -8.43469
N 0.45708 5.40332 -8.79452
S -0.73508 6.32837 -8.93247
O -1.39553 6.57304 -7.65729
O -0.64152 7.47975 -9.80302
C -1.93410 5.18237 -9.90264
F -3.09520 5.81768 -10.15242
F -1.38565 5.02650 -11.09915
F -2.22205 4.04102 -9.23941
C -4.68859 -9.36106 9.88860
F -3.57027 -9.94800 10.07498
F -5.55786 -10.01949 10.60068
F -4.55289 -8.08703 10.36754
S -5.23454 -9.40644 8.08593
O -5.06244 -10.76091 7.57962
O -6.57324 -8.83025 8.10312
N -4.07030 -8.20118 7.44518
S -4.74515 -7.96466 6.00763
O -5.41052 -9.07233 5.30633
O -5.47367 -6.65680 5.88937
C -3.15987 -7.86804 4.97935
F -2.59944 -9.07322 4.86413
F -3.54538 -7.31457 3.80579
F -2.34926 -7.04712 5.61867


(2)
Here is 4 unconnected molecules or ions with the total composition C35H74FIN from OMol25. Energies are from wB97M-V/def2-TZVPD.

For the strongest force on any atom, the calculation gives 0.444 eV/A. The LUMO energy is -3.3 eV. As for the HOMO energy: -12.229 eV. As for the net charge: +1. The multiplicity is 1. As for the HOMO-LUMO gap: 8.89 eV.

Element x y z (Å)
C 2.56469 -3.55387 5.42901
C 2.72420 -2.64735 4.47532
C 3.68311 -2.85120 3.32749
I 3.84577 -1.04252 2.13270
N 5.12946 -3.04093 3.83058
C 5.85377 -3.95717 2.82680
F 6.97168 -3.28084 2.46560
C 4.83870 -4.21189 1.73021
C 3.52510 -4.14898 2.51369
C 2.20162 -4.47970 1.78037
C 1.10388 -3.40847 1.60347
C -0.29169 -3.88061 2.05183
C -1.41074 -3.36188 1.15436
C -1.65293 -1.84666 1.18054
C -1.80036 -1.17896 2.55601
C -1.30250 0.26602 2.54862
C 0.22904 0.37415 2.56970
C 0.85125 1.42873 1.65124
C 0.52229 1.32073 0.15488
C 1.69097 0.76647 -0.66030
H 3.11450 -4.49248 5.44536
H 1.86399 -3.39452 6.23898
H 2.15090 -1.72745 4.48033
H 5.60196 -2.13384 3.86256
H 5.13582 -3.44279 4.76990
H 6.12350 -4.87015 3.35977
H 5.03050 -5.19601 1.30099
H 4.88833 -3.45866 0.94241
H 3.63962 -4.93237 3.28379
H 1.74880 -5.31716 2.31581
H 2.48453 -4.88061 0.80326
H 1.35664 -2.50231 2.14677
H 1.05522 -3.10658 0.55148
H -0.33429 -4.97576 2.05302
H -0.46189 -3.57719 3.09047
H -1.16731 -3.64725 0.12334
H -2.33734 -3.89230 1.40097
H -0.86703 -1.34272 0.60325
H -2.57955 -1.66722 0.62414
H -2.85075 -1.19022 2.86198
H -1.25463 -1.74337 3.32230
H -1.69906 0.76331 1.65522
H -1.72607 0.80319 3.40293
H 0.66536 -0.60700 2.34008
H 0.54066 0.60769 3.59553
H 1.94351 1.37944 1.76560
H 0.56380 2.41656 2.02941
H 0.23755 2.30110 -0.23826
H -0.34815 0.67474 -0.00251
H 1.45699 0.74642 -1.72746
H 1.93712 -0.26045 -0.36074
H 2.58752 1.37902 -0.52660
C -1.33251 -2.10307 -2.58612
C -1.91851 -2.31536 -3.97711
C -3.05680 -3.33423 -4.00355
C -2.66894 -4.73870 -3.53582
C -1.51299 -5.37414 -4.30764
C -1.79713 -5.54835 -5.79552
H -0.88520 -3.02145 -2.19887
H -0.55581 -1.33580 -2.59566
H -2.10657 -1.78220 -1.88408
H -1.12460 -2.62154 -4.66399
H -2.29559 -1.36268 -4.35819
H -3.46522 -3.38382 -5.01580
H -3.87185 -2.97060 -3.36945
H -3.54750 -5.38590 -3.61789
H -2.41544 -4.71300 -2.47137
H -1.29577 -6.35043 -3.86592
H -0.60575 -4.77590 -4.17820
H -2.69240 -6.15396 -5.95104
H -0.96764 -6.04390 -6.30085
H -1.95554 -4.58968 -6.29150
C -2.96020 4.23646 -6.44090
C -2.77321 2.75931 -6.11229
C -3.71955 2.25109 -5.02541
C -3.57469 2.94895 -3.67114
C -2.17024 2.89132 -3.07148
C -1.68050 1.46859 -2.82793
H -2.74565 4.87265 -5.58068
H -2.29872 4.54738 -7.25005
H -3.98702 4.43763 -6.75376
H -1.73526 2.58030 -5.81598
H -2.93286 2.16588 -7.01602
H -3.57225 1.17418 -4.90044
H -4.75152 2.37308 -5.36839
H -4.27838 2.49056 -2.96861
H -3.87979 3.99444 -3.76141
H -2.17023 3.44306 -2.12732
H -1.46406 3.41172 -3.72445
H -2.36790 0.92899 -2.17054
H -0.69558 1.46184 -2.35901
H -1.60267 0.90563 -3.75953
C 1.95628 5.25449 1.17328
C 0.91437 6.32967 1.46229
C 1.34289 7.31818 2.54552
C 1.61986 6.68574 3.91143
C 0.45555 5.88503 4.49390
C -0.80285 6.71554 4.72114
H 2.14820 4.63658 2.05289
H 1.62229 4.59152 0.37242
H 2.90462 5.69909 0.86411
H -0.02820 5.85340 1.74837
H 0.70338 6.88413 0.54471
H 0.57362 8.08775 2.64677
H 2.24644 7.83938 2.21456
H 1.88869 7.48107 4.61331
H 2.49812 6.03756 3.84374
H 0.77566 5.44817 5.44376
H 0.22051 5.04058 3.83807
H -0.59644 7.55851 5.38391
H -1.59383 6.11906 5.17729
H -1.19519 7.11814 3.78618


(3)
Here is 9 unconnected molecules or ions with the total composition C35H74FO18P3S2 in a non-equilibrium geometry from OMol25. Energies are from wB97M-V/def2-TZVPD.

For the strongest force on any atom, the calculation gives 1.728 eV/A. Its SMILES is CCP(C)#P([PH2]=S)S(=O)(=O)F.CCOC(C)=O.CCOC(C)=O.CCOC(C)=O.CCOC(C)=O.CCOC(C)=O.CCOC(C)=O.CCOC(C)=O.CCOC(C)=O. The LUMO energy is 0.4 eV. As for the HOMO energy: -8.232 eV. The multiplicity is 1. As for the HOMO-LUMO gap: 8.62 eV.

Element x y z (Å)
C 7.32015 -1.16004 3.57438
C 6.69242 -1.60984 2.24769
P 5.21087 -0.69474 1.66607
C 5.46256 1.03544 2.20186
P 3.80027 -1.59648 3.09655
P 2.66128 -3.00900 1.81798
S 2.07728 -2.51002 0.03448
S 2.19446 -0.23820 3.49025
O 1.06536 -0.80360 2.79432
O 2.11337 0.04741 4.89807
F 2.56644 1.12353 2.81604
H 7.69036 -0.12787 3.52577
H 6.58670 -1.26772 4.39182
H 8.16598 -1.82092 3.83158
H 7.40672 -1.65370 1.41481
H 6.31811 -2.64092 2.38824
H 6.49594 1.32682 1.95357
H 4.77764 1.65234 1.59780
H 5.26070 1.25322 3.26065
H 1.62146 -3.38163 2.67391
H 3.57741 -4.07383 1.88469
C 3.84921 2.83209 -4.13070
C 3.52860 1.88922 -2.98752
O 4.69763 1.19436 -2.51679
C 5.58717 1.71493 -1.64494
C 5.54654 3.18720 -1.27239
O 6.45555 0.99407 -1.21799
H 4.54098 3.61096 -3.81850
H 2.94817 3.31519 -4.50762
H 4.31796 2.29222 -4.95168
H 3.03417 2.39860 -2.16030
H 2.85609 1.09718 -3.31180
H 6.24936 3.71993 -1.91101
H 5.88003 3.28253 -0.24133
H 4.57197 3.65481 -1.35821
C -1.20478 -5.79876 -3.63953
C -0.90388 -4.60378 -4.51942
O -0.74902 -3.38557 -3.77092
C 0.41876 -3.03382 -3.18379
C 1.56672 -4.01764 -3.12864
O 0.49262 -1.95030 -2.65773
H -0.39024 -5.99367 -2.94222
H -1.36280 -6.68521 -4.25282
H -2.10623 -5.62033 -3.05469
H -0.02506 -4.76653 -5.14561
H -1.74445 -4.41932 -5.18516
H 1.52976 -4.52457 -2.16577
H 2.49472 -3.45320 -3.17932
H 1.56647 -4.75697 -3.92482
C 1.21773 2.30933 6.93030
C 2.61411 2.55254 7.45381
O 2.82926 3.91642 7.84943
C 2.48877 4.38854 9.06188
C 1.65527 3.53858 9.99553
O 2.81638 5.51444 9.35331
H 0.46060 2.49454 7.69456
H 1.12046 1.28497 6.59113
H 1.00999 2.97730 6.09345
H 2.87313 1.87675 8.26998
H 3.34114 2.38299 6.66161
H 0.61038 3.82150 9.87403
H 1.95920 3.76316 11.01495
H 1.74965 2.46802 9.83679
C -2.31143 -3.60845 -1.47788
C -2.87539 -3.99804 -0.12800
O -1.85121 -4.38374 0.79277
C -1.16266 -3.49956 1.53364
C -1.34038 -2.01529 1.31142
O -0.38435 -3.94305 2.34526
H -1.66203 -2.73540 -1.40774
H -3.12216 -3.38353 -2.17259
H -1.71834 -4.42606 -1.88684
H -3.50205 -3.21415 0.30249
H -3.49493 -4.88444 -0.22774
H -0.56618 -1.66275 0.63053
H -1.20493 -1.52873 2.27120
H -2.32071 -1.74350 0.92695
C 2.38582 8.43287 8.23002
C 2.12275 9.83451 8.73462
O 1.59432 10.70533 7.72313
C 0.28182 10.76021 7.42021
C -0.66383 9.72737 7.99716
O -0.10116 11.60801 6.65204
H 1.46805 7.94137 7.90623
H 2.83834 7.82369 9.00557
H 3.06082 8.46704 7.37406
H 1.47366 9.83998 9.61194
H 3.05740 10.30754 9.03222
H -0.79016 8.93282 7.26289
H -1.62587 10.20772 8.15798
H -0.33728 9.28858 8.93594
C 0.23979 3.02818 -9.37233
C 1.59462 3.54140 -9.81534
O 2.31078 4.17272 -8.75003
C 3.06887 3.48729 -7.86510
C 3.00906 1.97693 -7.84815
O 3.73538 4.11616 -7.07876
H 0.33015 2.25204 -8.61181
H -0.30220 2.61458 -10.22400
H -0.34699 3.84246 -8.94738
H 2.20163 2.76002 -10.27714
H 1.47028 4.32698 -10.55945
H 2.29685 1.66796 -7.08346
H 3.99310 1.60386 -7.57489
H 2.72465 1.52609 -8.79577
C -5.56171 -1.75813 -5.03763
C -5.38830 -2.70973 -6.20418
O -4.48640 -3.77900 -5.89648
C -4.87729 -4.90705 -5.25631
C -6.26970 -4.99858 -4.67772
O -4.06292 -5.79276 -5.13256
H -6.00579 -2.25506 -4.17436
H -6.20342 -0.92357 -5.32260
H -4.59222 -1.36595 -4.72952
H -6.34080 -3.10245 -6.56241
H -4.92147 -2.19537 -7.04472
H -6.24415 -4.71020 -3.62530
H -6.59127 -6.03565 -4.75006
H -7.00744 -4.38196 -5.18465
C -10.23619 -4.87836 0.49575
C -9.88989 -4.95119 -0.97627
O -8.59926 -4.39474 -1.25860
C -7.45725 -5.09774 -1.13567
C -7.46969 -6.46105 -0.48604
O -6.42932 -4.58579 -1.51438
H -9.54758 -5.46670 1.10227
H -11.24609 -5.25257 0.66408
H -10.18415 -3.84604 0.84149
H -9.96113 -5.96652 -1.36846
H -10.57924 -4.33855 -1.55476
H -7.20079 -6.34202 0.56315
H -6.70902 -7.06910 -0.96970
H -8.42002 -6.98400 -0.55006


Values of molecular weight, in order: 1534.44 654.89 959.01, all in g mol⁻¹.